(1)
Below is a structure of composition C33H40I2N2OP2Re, with properties calculated with wB97M-V/def2-TZVPD.

**M**: 982.66 Da
**Net charge**: +2
**Orbital gap (spin up / spin down)**: 6.71 / 6.35 eV
**Energy**: -76795.65994 eV
**HOMO (spin up / spin down)**: -13.36 / -13.38 eV
**Multiplicity**: 2
**Max |F|**: 0.0109 Eh/bohr

XYZ file:
```
81
C33H40I2N2OP2Re | OMol25 | wB97M-V/def2-TZVPD
Re -0.09576 -0.03762 -0.12715
I -2.46226 2.22111 -6.72727
I -3.02083 4.04968 -1.05144
P -1.08954 -2.22836 0.21516
P 2.20762 0.45210 0.10042
O -1.18689 1.38943 -0.67844
N -0.17680 -0.24089 -2.35813
N 0.05848 -0.29331 1.79879
C -3.38290 -1.50067 -1.11704
C -1.65018 -0.21944 3.60588
C 1.37623 -0.42219 3.91602
C -1.20633 0.85393 -4.28772
C 3.59197 0.56271 2.56155
C 0.06415 -3.62015 0.53810
C -2.97986 -4.00018 -0.97426
C -1.13005 -0.78235 2.44819
C -0.97869 0.72307 -2.90731
C -2.27480 2.68346 -2.40900
C -2.33265 -2.61637 -1.07384
C -0.56637 -0.08312 -5.12238
C 1.26786 -0.12536 2.56382
C -3.53336 -1.72997 3.49224
C -0.55161 -4.70241 1.42901
C 1.57685 3.15310 0.42503
C 2.40763 0.31384 1.88026
C -1.84379 -1.78091 1.78569
C 2.47236 2.20492 -0.37514
C 0.42464 -1.08009 -3.18371
C 3.67858 0.31833 3.92448
C 3.58149 -1.94137 -0.06161
C -2.02813 1.93900 -4.71203
C -3.03920 -2.26182 2.31361
C 3.47754 -0.57798 -0.74498
C -1.52756 1.62643 -1.98206
C -2.84540 -0.69880 4.12074
C 2.57533 -0.20083 4.58362
C -2.53396 2.81982 -3.79784
C 0.64417 -4.18557 -0.75712
C 0.24686 -1.03864 -4.56835
C 4.84972 0.09148 -0.84382
C 2.30318 2.38846 -1.88472
H -4.45885 -2.10206 3.90881
H 4.02453 -1.84476 0.93022
H 4.45715 0.93839 2.03026
H -3.58573 -3.04844 1.81253
H -3.14372 3.64909 -4.12919
H 1.10425 -3.41209 -1.37149
H 0.52526 3.04000 0.15415
H -1.74380 -2.57901 -1.99718
H 1.86164 4.18241 0.20630
H 0.22874 -5.41795 1.69153
H 5.51665 -0.57105 -1.39713
H 1.25442 2.27953 -2.17256
H 2.61729 3.39355 -2.16662
H -1.14756 0.60789 4.08766
H -3.24923 -0.25239 5.01967
H 3.51334 2.39439 -0.09485
H -3.71381 -4.09104 -1.77596
H -0.11810 -4.68916 -1.35325
H 2.89522 1.68162 -2.46872
H -2.26180 -4.80820 -1.09538
H -2.94221 -0.50415 -1.18189
H 2.60970 -2.42157 0.04836
H -4.01919 -1.52549 -0.23231
H 4.21813 -2.60062 -0.65233
H -1.34492 -5.25262 0.92677
H 0.54442 -0.83277 4.46688
H 1.68032 3.00065 1.49969
H 5.29384 0.24230 0.14000
H 0.76276 -1.75900 -5.18695
H -0.70758 -0.03363 -6.19420
H 3.08044 -0.70966 -1.75740
H 0.85973 -3.13550 1.11536
H -4.01902 -1.63893 -1.99148
H -3.50852 -4.14537 -0.03368
H 1.41545 -4.91999 -0.52325
H 1.07724 -1.81872 -2.73820
H 4.59955 0.50762 4.45754
H 4.82494 1.04348 -1.37070
H 2.63771 -0.43548 5.63777
H -0.94660 -4.28865 2.35615
```

---

(2)
Below is a structure of composition C33H40MnN7O10S2 at a distorted geometry, with properties calculated with wB97M-V/def2-TZVPD.

**M**: 813.79 Da
**Net charge**: +2
**Orbital gap (spin up / spin down)**: 7.18 / 4.90 eV
**Energy**: -118745.86243 eV
**HOMO (spin up / spin down)**: -13.72 / -13.53 eV
**Multiplicity**: 5
**Max |F|**: 0.0584 Eh/bohr

XYZ file:
```
93
C33H40MnN7O10S2 | OMol25 | wB97M-V/def2-TZVPD
Mn 0.28508 -0.53156 0.82372
S -4.73184 -5.13974 -3.57869
S 0.75860 -3.79411 -0.37857
O 0.14537 -1.24495 2.55115
O 0.10815 1.38879 0.07990
O 2.43656 3.29602 3.50903
O -4.08008 -4.05821 1.57946
O -4.86172 -6.37505 -2.84402
O 4.51874 2.88529 -2.20552
O -0.53353 -0.20485 2.39958
O 0.71594 -2.25690 -0.27604
O -5.84481 -4.22123 -3.70812
O -5.28455 -3.80969 -0.22151
N 0.90317 3.51632 0.33407
N 1.21900 1.98359 2.00015
N -3.11318 -2.26330 -1.31209
N -1.73206 -1.10500 -0.06137
N -4.32762 -3.55588 0.48769
N 2.41277 -0.24119 0.40943
N 3.91188 1.06297 -3.43664
C 4.17125 1.72291 -2.26781
C -1.51811 -0.75117 -2.52881
C 0.53369 7.12204 3.56901
C -2.52289 -1.86698 0.77037
C 0.76618 5.34233 1.95029
C 3.07778 -3.96063 1.17251
C 0.08710 -5.99496 1.08007
C -1.23922 6.70029 1.94729
C -0.72179 7.44031 3.01876
C -3.35844 -2.58159 0.01165
C 2.47065 -4.23357 -0.19753
C 1.26377 6.08421 3.05339
C 2.99677 4.77182 0.79180
C -3.40308 -4.23856 -2.80252
C 4.85113 1.02578 0.04792
C 0.69869 2.26296 0.77372
C 4.27870 5.55918 -1.09952
C -3.79377 -2.78205 -2.53116
C 1.61207 4.32358 1.29806
C -5.17166 -6.36427 -5.92247
C 3.93707 0.94730 -0.99667
C 3.31570 -0.18172 1.40171
C 0.09395 -4.46403 1.12480
C 3.11796 5.00154 -0.57407
C -4.12996 -5.50261 -5.18132
C 4.55405 0.41129 1.25049
C 4.07709 5.05705 1.62630
C -2.11083 -1.36807 -1.30271
C 2.75343 0.28846 -0.78134
C 1.82591 3.07342 2.51255
C -0.52427 5.64415 1.43769
C 5.33522 5.88105 -0.26195
C 5.23186 5.62576 1.10276
H 2.01512 0.21883 -1.56642
H 0.58770 3.84156 -0.56167
H -3.97087 -4.53171 -5.66639
H 4.34743 5.73757 -2.16855
H -0.46989 -6.37128 0.21696
H -0.91818 -4.06093 1.17786
H 4.16384 -3.93783 1.08463
H -1.30621 8.25423 3.44137
H 3.81778 0.06298 -3.46338
H 2.30327 4.77817 -1.25600
H 6.24399 6.31414 -0.67137
H -2.20022 6.95926 1.51820
H 2.94908 -3.65240 -0.99134
H 0.92623 7.69508 4.40409
H -3.52551 -2.13638 -3.35944
H 4.04415 4.80614 2.67667
H 2.21421 5.81900 3.50746
H -0.81332 0.01349 -2.22429
H 5.25483 0.41952 2.07752
H -0.99610 -1.49226 -3.14086
H -3.24184 -4.80070 -1.87792
H -2.51965 -4.33569 -3.44307
H -0.94439 5.06846 0.62555
H 1.09787 -6.41233 1.04785
H -2.28293 -0.27883 -3.14704
H -5.34199 -7.30586 -5.39960
H 2.75756 -2.99362 1.56464
H 2.82368 -4.73621 1.89733
H -4.81067 -6.58698 -6.92589
H 0.67946 -4.06593 1.95532
H 6.05887 5.86463 1.76748
H 5.77921 1.57402 -0.09170
H -0.39951 -6.37436 1.97840
H -2.48621 -1.83071 1.85052
H 4.12218 1.53865 -4.29849
H 2.52386 -5.28871 -0.48307
H -3.18128 -6.03167 -5.03416
H -6.12453 -5.83838 -6.01068
H -4.85421 -2.70754 -2.38844
H 3.01632 -0.59462 2.36068
```